{"formula": "C2H22F6Na3O17S2", "method": "ωB97M-V/def2-TZVPD", "species": ["Na", "Na", "Na", "C", "F", "F", "F", "S", "O", "O", "O", "C", "F", "F", "F", "S", "O", "O", "O", "O", "H", "H", "O", "H", "H", "O", "H", "H", "O", "H", "H", "O", "H", "H", "O", "H", "H", "O", "H", "H", "O", "H", "H", "O", "H", "H", "O", "H", "H", "O", "H", "H"], "xyz": [[-23.51107, 3.63542, 1.38352], [-14.51832, 7.98395, 1.77893], [-16.49586, 5.15865, -3.72921], [-15.19796, 8.17680, 6.84424], [-15.69104, 8.80288, 5.73194], [-15.20469, 9.13297, 7.85657], [-15.98277, 7.12755, 7.03409], [-13.38999, 7.65890, 6.41619], [-12.57918, 8.88491, 6.42537], [-13.07160, 6.69080, 7.47148], [-13.47085, 7.04754, 5.05493], [-17.80595, 2.69560, 3.26409], [-18.58598, 2.90832, 4.32617], [-16.53174, 2.65548, 3.73761], [-18.16608, 1.54925, 2.64812], [-18.07928, 4.14859, 2.06377], [-17.51673, 5.35059, 2.68838], [-17.43118, 3.92007, 0.77897], [-19.52836, 4.14005, 1.87392], [-15.76688, -0.27370, 0.09935], [-16.59520, -0.72946, 0.24904], [-15.11831, -0.79192, 0.57583], [-20.37406, -0.44839, 8.78091], [-20.13900, 0.32034, 8.26126], [-19.90194, -1.17112, 8.36738], [-12.54579, 3.42541, 2.93378], [-12.44750, 4.28653, 3.34004], [-12.90212, 2.87159, 3.62843], [-20.08127, 4.54947, 9.02960], [-20.12075, 5.49792, 8.90657], [-20.24714, 4.18746, 8.15917], [-14.99689, -2.66321, 5.29321], [-15.24739, -1.82004, 4.91567], [-15.02043, -3.27287, 4.55566], [-16.05110, 2.92199, 9.29951], [-16.38057, 3.26545, 10.13001], [-16.76427, 3.07049, 8.67857], [-14.09690, 3.45137, -1.59633], [-14.85908, 3.63708, -1.04786], [-14.01938, 2.49739, -1.58442], [-18.41308, 2.00771, -3.64175], [-18.98784, 1.57103, -4.27039], [-18.47818, 1.47675, -2.84798], [-22.27539, 2.34995, 6.70722], [-22.53996, 3.23772, 6.46618], [-22.55625, 1.80741, 5.97033], [-20.09555, 8.03329, 4.22498], [-19.39414, 7.69714, 3.66710], [-20.48374, 8.74689, 3.71869], [-23.27175, 5.51754, 4.77405], [-22.44147, 5.87555, 4.45987], [-23.48444, 6.04486, 5.54406]], "forces_ev_per_angstrom": [[0.3, 0.1, 0.3], [0.1, -0.3, 1.0], [0.1, -0.5, 0.2], [1.7, 1.3, -1.0], [-0.1, 0.1, 0.4], [-0.5, -2.1, -1.2], [0.1, 0.5, 0.9], [1.7, -0.7, 0.3], [-1.5, -1.0, 0.0], [-0.7, 1.1, -1.1], [-0.7, 0.8, 0.9], [0.7, 1.2, -0.1], [-0.1, -0.4, -0.3], [-1.2, -0.5, -1.0], [0.5, 0.5, 0.7], [0.1, 1.9, -1.3], [-0.6, -1.1, 0.4], [0.6, -1.1, 0.1], [-0.2, -0.3, 0.9], [0.0, 0.2, -0.2], [-0.2, -0.1, 0.1], [0.2, -0.1, 0.1], [-0.2, -0.1, 0.1], [0.0, 0.3, -0.1], [0.2, -0.2, 0.0], [0.0, -0.1, -0.5], [0.0, 0.2, 0.3], [-0.1, -0.1, 0.2], [0.0, -0.1, 0.2], [0.1, 0.3, 0.0], [0.0, -0.2, -0.2], [0.0, -0.1, 0.1], [0.0, 0.3, 0.0], [0.0, -0.2, -0.1], [0.2, -0.2, -0.1], [-0.1, 0.1, 0.2], [-0.2, 0.1, -0.1], [-0.2, 0.6, -0.6], [-0.2, -0.2, 0.6], [0.1, -0.4, 0.1], [0.2, 0.5, -0.1], [-0.1, -0.1, -0.2], [0.1, -0.1, 0.3], [0.2, 0.0, 0.1], [-0.1, 0.3, 0.0], [0.0, -0.2, -0.1], [-0.3, -0.1, 0.1], [0.4, -0.3, -0.1], [-0.1, 0.3, 0.0], [-0.2, -0.4, -0.4], [0.5, 0.2, 0.0], [-0.1, 0.2, 0.2]], "mulliken_charge": [0.986, 0.959, 0.966, 0.555, -0.253, -0.227, -0.167, 1.037, -0.634, -0.640, -0.637, 0.568, -0.194, -0.194, -0.200, 1.050, -0.630, -0.691, -0.705, -0.607, 0.302, 0.310, -0.623, 0.303, 0.317, -0.641, 0.331, 0.313, -0.608, 0.312, 0.291, -0.622, 0.310, 0.313, -0.615, 0.319, 0.296, -0.660, 0.346, 0.329, -0.625, 0.321, 0.321, -0.562, 0.311, 0.268, -0.623, 0.320, 0.309, -0.675, 0.348, 0.324], "e_lumo_ha": -0.191, "total_energy_ha": -3250.682205, "homo_ev": -9.286, "multiplicity": 1, "charge": 1, "gap_ev": 4.0829}